Record 1
C9H19N5O | wB97M-V/def2-TZVPD

```
34
Properties=species:S:1:pos:R:3:forces:R:3
C -1.72500 0.63402 4.75690 1.3 -2.8 -0.5
N -1.53433 0.02613 3.46814 1.1 2.9 -1.2
C -0.78866 0.60531 2.52592 -1.1 -2.0 -0.4
N -0.73641 0.02642 1.33062 0.2 -1.7 -1.8
C -0.11981 0.51139 0.14369 -1.4 -2.5 -0.3
N -0.12321 -0.11015 -1.03691 0.7 -0.1 0.6
C -0.49358 -1.37451 -1.40619 -1.4 -2.1 3.7
C -0.45746 -2.05253 -2.73065 0.9 1.7 0.6
N 1.01435 -2.14646 -3.14212 -0.7 0.8 0.7
C 1.66301 -0.88608 -3.72463 -1.6 -0.5 -0.8
C 1.83816 0.10983 -2.66694 0.3 -0.3 2.8
C 0.48941 0.66575 -2.16070 0.2 -2.4 -0.2
C 0.16750 1.75433 2.78437 2.0 0.8 0.6
N -0.30942 2.95522 3.07868 -1.1 1.4 0.8
O 1.36606 1.52142 2.73641 -1.3 -0.7 -0.3
H -1.70159 -0.25629 5.33891 0.7 -0.1 1.7
H -0.95089 1.30556 4.83853 1.5 1.4 1.4
H -2.64684 1.00551 4.93926 -3.0 1.7 -0.1
H -1.84754 -0.89866 3.48118 -0.5 -1.6 -1.2
H -1.11657 -0.92904 1.20872 -0.1 0.9 0.4
H 0.35112 1.39714 0.27726 1.4 2.5 -0.2
H -0.83540 -2.08769 -0.52233 0.7 1.8 -2.0
H -0.84059 -3.05000 -2.69956 -0.2 -0.5 0.4
H -0.91086 -1.56215 -3.52701 -1.2 1.0 -1.4
H 1.06473 -2.95244 -3.77964 0.9 0.1 0.7
H 1.28275 -2.15865 -2.11029 1.2 -1.2 -1.6
H 1.04798 -0.40680 -4.52017 0.2 -1.0 0.3
H 2.56665 -1.22578 -4.13203 1.3 -0.3 -0.7
H 2.51338 0.90598 -2.92510 -0.1 0.5 -0.7
H 2.42557 -0.32740 -1.80204 -0.8 0.2 -0.6
H 0.67312 1.63379 -1.88710 -0.2 2.5 0.9
H -0.31393 0.55281 -2.86855 0.1 0.7 -0.9
H -1.29369 3.11653 3.24312 0.0 -0.1 -0.2
H 0.28200 3.69751 3.49026 -0.1 -0.9 -0.7
```
Forces are in eV/Å.

The LUMO energy (alpha / beta) comes out at -7.007 / -7.009 eV. The calculation puts the molar mass at 213.28 g mol⁻¹. Its SMILES is CNC(/[NH+]=C/[N+]1=CC[NH2+]CCC1)=C(\N)[O-]. The gap between HOMO and LUMO (alpha / beta) is 7.08 / 7.08 eV. For the max |F|, the calculation gives 4.538 eV Å⁻¹. The net charge is +2.

***

Record 2
C9H19N5O3 | wB97M-V/def2-TZVPD

```
36
Properties=species:S:1:pos:R:3:forces:R:3
H -1.55830 2.42781 -1.26397 0.1 0.8 0.7
N -0.64184 2.82732 -1.47700 -1.1 -0.1 -0.2
C -0.02776 1.84109 -2.01858 -3.2 -0.2 1.3
N 1.14065 2.06735 -2.57663 3.1 -0.7 -1.8
N -0.51274 0.53095 -1.99175 0.8 0.0 -1.1
C -1.70530 0.16745 -1.25791 -0.2 -0.1 0.8
C -2.01064 -1.35456 -1.10297 1.0 0.3 1.7
C -0.82945 -2.23842 -0.55679 0.3 2.4 -0.5
C -0.64469 -2.08249 0.97131 0.2 0.6 -0.3
N -0.20279 -0.73393 1.25788 0.0 1.0 0.5
C 0.87248 -0.12668 0.69826 2.5 -0.5 -0.4
O 1.60980 -0.65026 -0.17175 -1.6 0.6 1.2
C 1.41758 1.18403 1.38446 -0.3 -0.8 -0.4
C 0.32530 2.05037 1.99622 -0.6 -0.4 0.9
N 2.19949 2.01080 0.45624 -0.3 -0.1 3.0
C 0.25508 -3.18001 1.59194 -1.4 2.0 -1.6
O -0.08112 -4.30533 1.47001 -0.3 -2.2 0.1
O 1.33059 -2.77606 2.21682 0.7 0.2 0.9
H 1.37494 3.03351 -2.59846 0.1 0.6 -0.1
H 1.52521 1.52355 -3.35052 -0.5 0.1 0.7
H 0.28728 -0.03732 -1.85615 0.5 -1.1 0.2
H -2.53815 0.52927 -1.83914 -0.5 0.6 0.1
H -1.67471 0.66540 -0.25359 -0.4 -0.4 -0.7
H -2.34490 -1.76519 -2.02635 -0.1 -0.2 -0.9
H -2.87344 -1.47684 -0.40367 0.5 0.4 -0.4
H 0.10205 -1.92346 -1.15651 -1.3 -1.1 1.3
H -1.12103 -3.22813 -0.68351 -0.1 -1.9 -0.7
H -1.62969 -2.23738 1.47786 0.7 0.2 -0.5
H -0.73427 -0.15519 1.90487 0.3 -0.5 -0.2
H 2.17308 0.70834 2.07679 -1.0 0.8 0.0
H 0.80720 2.99826 2.25632 -0.5 0.0 -0.2
H -0.12844 1.64644 2.93387 0.5 0.1 -0.5
H -0.53451 2.16804 1.29152 0.9 0.3 0.3
H 3.00627 1.47925 0.32366 1.8 -0.7 -0.7
H 1.73458 1.99533 -0.38395 -1.2 0.4 -2.5
H 1.63219 -3.58331 2.66117 0.5 0.1 0.1
```
Forces are in eV/Å.

The LUMO energy comes out at 0.461 eV. The calculation puts the molar mass at 245.28 g mol⁻¹. Its SMILES is [H]/N=C(/N)NCCC[C@H](NC(=O)[C@H](C)N)C(=O)O. The gap between HOMO and LUMO is 9.18 eV. For the max |F|, the calculation gives 3.657 eV Å⁻¹.

***

Record 3
C9H19N5O4 | wB97M-V/def2-TZVPD

```
37
Properties=species:S:1:pos:R:3:forces:R:3
H -3.84435 -1.63323 2.07745 -0.7 0.8 -0.5
N -4.15361 -0.78440 1.54759 1.1 -1.6 -0.9
C -4.04640 -1.01859 0.26862 -0.7 0.9 1.5
N -3.72433 -2.18945 -0.37079 -0.2 -1.4 0.0
N -4.34310 0.05418 -0.57381 -1.0 -2.5 0.2
C -3.46588 0.50436 -1.56227 1.1 1.3 -1.9
C -2.13408 1.05160 -1.01698 0.1 0.1 -1.5
C -1.27379 0.16851 -0.16160 0.0 0.3 1.6
C 0.23959 0.58595 -0.02413 -2.5 -0.5 1.6
N 0.91974 -0.40075 0.76090 0.3 -1.2 0.4
C 2.06712 -1.12772 0.47482 -1.1 0.7 1.2
O 2.31744 -2.05534 1.22326 0.4 -0.1 -0.8
C 2.97754 -0.59170 -0.61730 -1.0 0.2 -0.9
N 3.11395 0.85553 -0.49059 0.3 0.9 -1.5
C 4.26059 -1.33890 -0.57932 2.2 0.3 0.7
O 5.32989 -0.47807 -0.94029 0.7 -0.6 -1.1
C 0.33936 1.95132 0.60571 -1.9 0.6 -1.8
O -0.28773 2.87247 0.14722 0.2 0.3 -0.1
O 1.12169 2.10737 1.60986 1.5 -0.3 2.5
H -3.94358 -3.04456 0.15413 0.4 0.7 -0.1
H -4.15925 -2.28308 -1.28006 0.2 0.3 -0.1
H -4.54540 0.75508 0.04852 -0.9 2.3 1.6
H -3.34303 -0.24209 -2.35617 0.2 0.0 0.2
H -3.94074 1.39926 -2.07041 0.3 -1.1 0.4
H -1.47483 1.17550 -1.86392 -0.2 0.9 -0.8
H -2.36724 2.02882 -0.59135 0.5 -0.2 0.2
H -1.68100 0.29568 0.84340 0.0 -0.7 0.3
H -1.39545 -0.87961 -0.46566 0.4 0.2 0.1
H 0.64502 0.78226 -0.94644 1.2 -0.3 -2.3
H 0.35860 -0.92504 1.45488 0.3 0.6 -0.7
H 2.50957 -0.79465 -1.61812 0.1 0.3 0.8
H 3.52776 1.16430 0.37211 0.1 -0.1 0.4
H 3.68948 1.28931 -1.26663 -1.0 -1.1 1.2
H 4.46228 -1.80564 0.37798 -0.2 0.1 0.4
H 4.32917 -2.13368 -1.27954 -0.3 -0.7 -0.8
H 5.50262 0.20621 -0.30634 -0.1 0.2 0.6
H 1.34711 1.21911 1.95732 0.2 0.3 -0.3
```
Forces are in eV/Å.

The LUMO energy comes out at 0.401 eV. The calculation puts the molar mass at 261.28 g mol⁻¹. Its SMILES is [H]/N=C(\N)NCCC[C@H](NC(=O)[C@@H](N)CO)C(=O)O. The gap between HOMO and LUMO is 9.27 eV. For the max |F|, the calculation gives 3.021 eV Å⁻¹.